A molecular structure, CH4FIP2 at a distorted geometry. Source: OMol25; level of theory: wB97M-V/def2-TZVPD.

Orbital gap = 8.76 eV
Energy above the lowest of the compared OMol25 structures with the same formula, charge and spin = 103.9 kcal per mole
Calculated total energy = -30494.078 eV

Last column: Mulliken charge in e.
Atoms and positions in Å:
C 1.1882 -0.2787 0.5277  -0.209
F 0.9741 -1.8966 -0.4638  -0.492
P -1.8694 -0.0536 0.3292  -0.094
P -0.0283 0.5319 -0.6564  0.086
I 3.1285 0.3134 0.1818  0.169
H 1.2008 -0.8469 1.5206  0.324
H -2.3374 -0.6259 -0.7970  0.080
H -2.6734 0.9803 -0.2420  0.064
H 0.4169 1.8761 -0.4001  0.072